The following is a DFT calculation (ωB97M-V/def2-TZVPD) of 8 unconnected molecules or ions with the total composition H18NO7 at a distorted geometry.

Values from the calculation:
Charge: +1
Orbital gap (eV): 11.23
E_HOMO (eV): -14.465
Spin multiplicity: 1

Each line ends with the Löwdin charge.
Positions of all 26 atoms, in Å:
N: 33.693 18.330 44.838  0.35
H: 34.288 18.758 44.250  0.05
H: 34.264 18.189 45.806  0.20
H: 33.458 17.440 44.572  0.06
H: 32.810 18.656 44.881  0.06
O: 35.538 20.238 46.424  -0.09
H: 35.973 20.460 47.202  -0.01
H: 36.162 20.719 45.684  0.14
O: 35.881 19.341 42.019  -0.06
H: 36.602 19.176 42.522  -0.04
H: 35.777 18.612 41.261  0.13
O: 34.205 16.042 42.255  -0.05
H: 34.318 15.355 43.003  0.12
H: 35.136 16.158 42.192  0.03
O: 31.911 17.468 42.507  -0.06
H: 31.884 18.334 42.018  0.08
H: 32.738 17.029 42.408  -0.06
O: 33.973 16.311 47.576  -0.02
H: 34.604 15.967 48.100  -0.03
H: 33.678 16.949 48.296  0.10
O: 33.141 21.174 43.992  -0.02
H: 33.731 21.852 43.925  -0.01
H: 32.870 21.078 43.043  0.08
O: 31.117 17.163 46.100  -0.05
H: 30.227 16.956 45.676  0.10
H: 31.488 16.411 46.501  -0.01

The following is a DFT calculation (ωB97M-V/def2-TZVPD) of 8 unconnected molecules or ions with the total composition H18NO7 at a distorted geometry.

Values from the calculation:
Charge: +1
Orbital gap (eV): 11.10
E_HOMO (eV): -14.616
Spin multiplicity: 1

Each line ends with the Löwdin charge.
Positions of all 26 atoms, in Å:
N: 17.426 19.085 7.437  0.26
H: 17.377 18.854 8.509  0.15
H: 16.470 19.566 7.266  0.16
H: 17.593 18.123 6.924  0.16
H: 18.074 19.780 7.162  0.06
O: 17.514 21.706 6.189  -0.03
H: 16.875 22.406 5.833  0.12
H: 18.037 22.253 6.694  0.00
O: 19.294 18.264 10.056  0.07
H: 19.908 18.064 9.550  -0.11
H: 19.248 19.228 10.128  0.08
O: 15.667 17.565 10.319  -0.05
H: 16.231 16.781 10.263  0.04
H: 15.146 17.424 9.517  0.03
O: 19.468 16.062 6.346  0.09
H: 19.104 15.323 6.655  0.00
H: 19.871 16.565 6.960  0.00
O: 15.308 18.514 5.069  -0.08
H: 16.134 18.243 4.636  0.00
H: 14.665 17.782 4.989  0.06
O: 18.319 18.094 4.555  -0.02
H: 18.277 18.110 3.652  0.01
H: 18.704 17.377 5.084  0.02
O: 20.456 20.606 5.675  -0.08
H: 19.555 20.771 5.331  0.01
H: 20.893 19.974 5.072  0.05

The following is a DFT calculation (ωB97M-V/def2-TZVPD) of a molecular structure, H18O10V at a distorted geometry.

Values from the calculation:
Charge: +2
Orbital gap (spin up / spin down) (eV): 7.82 / 8.07
E_HOMO (spin up / spin down) (eV): -16.169 / -16.171
<S²>: 0.81
Spin multiplicity: 2

Each line ends with the Löwdin charge.
Positions of all 29 atoms, in Å:
O: -0.453 0.376 -0.870  -0.17
V: 0.308 -0.690 0.037  1.06
O: 1.494 2.094 -2.715  -0.05
H: 0.702 2.487 -3.100  0.05
H: 1.455 2.335 -1.786  -0.02
O: 0.997 2.471 0.226  -0.05
H: 0.397 2.843 0.885  0.08
H: 1.844 2.898 0.426  0.08
O: -1.440 -1.928 0.269  -0.03
H: -2.335 -1.761 0.606  0.12
H: -1.478 -2.810 -0.134  0.12
O: 1.026 -1.731 -1.736  -0.03
H: 0.634 -2.607 -1.871  0.11
H: 1.334 -1.452 -2.616  0.14
O: 1.324 -2.540 0.740  -0.06
H: 2.248 -2.594 1.023  0.11
H: 0.916 -3.354 1.076  0.12
O: 2.429 -0.031 0.197  -0.03
H: 3.240 -0.552 0.295  0.12
H: 2.698 0.886 0.334  0.09
O: -2.277 0.653 1.244  -0.06
H: -1.801 1.430 1.558  0.06
H: -3.100 0.656 1.759  0.10
O: -3.990 0.909 -1.229  -0.05
H: -3.793 1.770 -1.615  0.05
H: -3.245 0.714 -0.650  -0.03
O: 0.296 -0.216 2.163  -0.05
H: 0.953 0.257 2.696  0.12
H: -0.383 -0.513 2.790  0.11

The following is a DFT calculation (ωB97M-V/def2-TZVPD) of 9 unconnected molecules or ions with the total composition H18O9 at a distorted geometry.

Values from the calculation:
Orbital gap (eV): 9.02
E_HOMO (eV): -9.752
SMILES string: O.O.O.O.O.O.O.O.O
Spin multiplicity: 1

Each line ends with the Löwdin charge.
Positions of all 27 atoms, in Å:
O: -1.277 -2.072 0.591  -0.07
H: -1.962 -2.796 0.588  0.14
H: -0.844 -2.274 1.445  0.10
O: -0.174 0.110 -0.404  -0.07
H: -0.664 -0.707 -0.248  -0.01
H: -0.820 0.840 -0.189  0.01
O: 2.622 1.607 -0.577  -0.08
H: 2.116 1.744 0.233  0.02
H: 2.001 1.436 -1.304  -0.04
O: 0.390 3.602 -0.685  -0.05
H: 0.181 2.706 -0.443  -0.02
H: 0.896 3.565 -1.498  0.04
O: -1.685 1.931 0.620  -0.02
H: -1.930 2.694 1.090  0.05
H: -2.046 1.200 1.116  0.00
O: -2.411 -0.238 2.232  -0.07
H: -3.025 -0.581 2.929  0.08
H: -2.240 -0.970 1.585  0.01
O: 0.575 -3.413 -0.849  -0.10
H: -0.028 -2.992 -0.191  -0.03
H: 1.391 -3.667 -0.339  0.06
O: 1.512 0.760 -2.817  0.01
H: 2.069 0.809 -3.568  0.05
H: 0.935 0.061 -2.947  0.02
O: 1.841 -1.170 1.079  -0.04
H: 1.353 -1.686 1.737  0.02
H: 1.221 -0.498 0.814  -0.02

The following is a DFT calculation (ωB97M-V/def2-TZVPD) of 9 unconnected molecules or ions with the total composition H18O9.

Values from the calculation:
Orbital gap (eV): 10.27
E_HOMO (eV): -10.270
SMILES string: O.O.O.O.O.O.O.O.O
Spin multiplicity: 1

Each line ends with the Löwdin charge.
Positions of all 27 atoms, in Å:
O: -10.396 -11.858 16.851  -0.04
H: -11.022 -12.584 16.779  0.04
H: -10.825 -11.122 16.407  0.05
O: -10.972 -14.650 19.022  -0.06
H: -10.062 -14.839 18.765  0.00
H: -10.996 -13.693 19.133  0.02
O: -8.166 -15.297 18.552  -0.02
H: -7.784 -16.030 19.044  0.09
H: -8.067 -15.545 17.626  0.09
O: -9.134 -12.058 19.391  -0.07
H: -9.320 -11.669 18.528  0.00
H: -8.188 -12.254 19.375  0.00
O: -6.666 -13.131 18.639  -0.08
H: -5.821 -13.568 18.517  0.04
H: -7.335 -13.820 18.476  -0.02
O: -13.924 -15.161 17.421  -0.07
H: -13.790 -15.440 18.336  -0.03
H: -13.279 -14.463 17.288  0.01
O: -13.469 -12.765 19.680  -0.05
H: -14.143 -13.441 19.800  0.02
H: -13.497 -12.246 20.488  0.04
O: -13.476 -16.060 20.058  -0.04
H: -12.979 -15.589 20.732  0.05
H: -14.088 -16.617 20.547  0.06
O: -11.298 -17.162 17.789  -0.06
H: -10.795 -17.647 18.447  0.03
H: -11.233 -16.237 18.065  -0.03

The following is a DFT calculation (ωB97M-V/def2-TZVPD) of 9 unconnected molecules or ions with the total composition H18O9 at a distorted geometry.

Values from the calculation:
Orbital gap (eV): 9.77
E_HOMO (eV): -10.627
SMILES string: O.O.O.O.O.O.O.O.O
Spin multiplicity: 1

Each line ends with the Löwdin charge.
Positions of all 27 atoms, in Å:
O: -0.430 0.261 -0.628  0.04
H: -0.070 0.430 0.208  0.00
H: 0.224 -0.247 -0.880  -0.07
O: -1.360 2.614 2.098  -0.13
H: -0.772 1.814 1.843  0.03
H: -1.227 3.235 2.873  0.07
O: 1.379 -1.799 -0.931  -0.05
H: 1.896 -2.595 -0.898  0.06
H: 1.086 -1.563 -1.852  0.10
O: -2.940 -0.885 -0.142  -0.14
H: -3.487 -0.023 -0.180  0.10
H: -1.950 -0.570 -0.126  0.04
O: 0.734 2.627 -1.788  -0.02
H: 0.041 2.171 -1.511  -0.09
H: 1.363 2.047 -1.282  0.01
O: 2.978 1.040 -0.838  -0.09
H: 2.638 0.507 0.010  0.09
H: 3.502 1.751 -0.444  0.05
O: -0.238 -2.605 1.515  -0.09
H: 0.044 -1.934 2.192  0.03
H: 0.265 -2.509 0.659  0.02
O: 0.442 0.332 2.113  -0.10
H: 0.157 0.503 3.087  0.14
H: 1.419 0.261 1.978  0.08
O: -1.915 -1.928 -2.612  -0.10
H: -2.377 -1.761 -1.676  0.07
H: -1.401 -1.174 -2.788  -0.03

The following is a DFT calculation (ωB97M-V/def2-TZVPD) of 9 unconnected molecules or ions with the total composition H18O9 at a distorted geometry.

Values from the calculation:
Orbital gap (eV): 10.83
E_HOMO (eV): -10.695
SMILES string: O.O.O.O.O.O.O.O.O
Spin multiplicity: 1

Each line ends with the Löwdin charge.
Positions of all 27 atoms, in Å:
O: -1.512 -0.755 -0.186  -0.09
H: -1.148 -1.074 0.656  0.04
H: -1.290 -1.476 -0.850  0.02
O: 0.744 1.374 -0.732  -0.04
H: 0.129 2.107 -0.726  0.05
H: 0.087 0.670 -0.697  0.02
O: -0.759 -2.687 -2.034  -0.06
H: -0.138 -2.843 -1.285  0.04
H: -0.118 -2.404 -2.692  0.05
O: -1.993 1.540 1.611  -0.09
H: -2.520 2.392 1.822  0.12
H: -2.306 1.312 0.706  0.03
O: 1.718 -2.231 -0.384  -0.03
H: 2.337 -1.553 -0.675  0.00
H: 2.265 -2.746 0.170  0.04
O: -2.513 1.572 -1.576  -0.04
H: -2.224 0.687 -1.817  0.03
H: -2.676 2.067 -2.374  0.04
O: 0.319 1.690 2.857  -0.06
H: -0.467 1.820 2.337  -0.04
H: 1.021 2.172 2.386  0.06
O: 3.213 0.170 -0.714  -0.08
H: 3.412 -0.086 -1.629  0.05
H: 2.406 0.761 -0.732  0.02
O: 0.449 -1.139 2.336  -0.06
H: 1.001 -1.128 1.568  -0.02
H: 0.564 -0.212 2.654  0.02

The following is a DFT calculation (ωB97M-V/def2-TZVPD) of 9 unconnected molecules or ions with the total composition H18O9 at a distorted geometry.

Values from the calculation:
Orbital gap (eV): 10.28
E_HOMO (eV): -10.196
SMILES string: O.O.O.O.O.O.O.O.O
Spin multiplicity: 1

Each line ends with the Löwdin charge.
Positions of all 27 atoms, in Å:
O: 0.512 0.156 -2.862  -0.07
H: 0.371 0.099 -1.897  -0.01
H: 1.311 -0.301 -3.142  0.05
O: 1.694 2.559 -2.203  -0.03
H: 1.509 1.808 -2.725  -0.01
H: 2.441 2.299 -1.646  0.08
O: -2.123 -1.415 -0.451  -0.05
H: -2.276 -2.345 -0.762  0.11
H: -3.046 -1.203 -0.239  0.09
O: 1.479 -3.235 0.588  -0.12
H: 1.406 -4.201 0.826  0.05
H: 0.565 -2.970 0.901  -0.01
O: -0.661 2.821 -0.909  -0.05
H: -1.309 2.893 -1.608  0.06
H: 0.190 2.892 -1.381  0.00
O: 1.441 -0.600 2.180  -0.05
H: 1.715 0.055 2.789  0.01
H: 1.044 -0.119 1.441  -0.01
O: -0.962 2.127 2.231  -0.05
H: -0.290 2.381 1.609  0.00
H: -0.828 2.707 2.996  0.04
O: 0.156 0.218 -0.239  -0.04
H: -0.127 1.068 -0.505  -0.02
H: -0.602 -0.370 -0.022  0.05
O: -1.130 -2.841 1.629  -0.06
H: -1.432 -2.208 0.984  -0.03
H: -1.049 -2.276 2.417  0.07

Respective molecular weight values: 144.14 144.14 229.08 162.14 162.14 162.14 162.14 162.14 g/mol.
Respective E_tot values: -591.92352 -591.92637 -1706.66355 -687.91565 -687.94844 -687.85701 -687.97479 -687.95001 a.u..
Respective relative energy (zero: lowest compared OMol25 entry of this formula, charge and spin) values: 416.49 408.99 107.67 289.19 203.11 443.14 133.91 198.97 kJ/mol.